No. 1
# C3H7OS

2 unconnected molecules or ions with the total composition C3H7OS at a distorted geometry (wB97M-V/def2-TZVPD, the Open Molecules 2025 dataset).

Output
Lowest unoccupied orbital energy: 4.1 eV
Orbital gap: 6.58 eV

ORCA input file:
```
! RIJCOSX wB97M-V def2-TZVPD def2/J DEFGRID3
* xyz -1 1
S 0.7479 0.4068 0.2296
O -0.7677 -3.4047 0.9020
C -0.1873 2.8478 -0.6584
C 0.0717 1.3976 -1.1447
C -0.5489 -2.2347 0.6671
H -0.8141 0.8537 -1.4696
H -0.8690 -1.4243 1.3399
H 0.7751 1.4186 -1.9824
H -1.1500 3.2418 -1.0156
H 0.2521 2.9254 0.3189
H 0.5239 3.5130 -1.1910
H -0.0168 -1.9325 -0.2705
*
```

No. 2
# C3H7PS

2 unconnected molecules or ions with the total composition C3H7PS at a distorted geometry (wB97M-V/def2-TZVPD, the Open Molecules 2025 dataset).

Output
Lowest unoccupied orbital energy (alpha / beta): -1.3 / -1.2 eV
Expectation value of S²: 2.03
Orbital gap (alpha / beta): 6.02 / 8.85 eV

ORCA input file:
```
! RIJCOSX wB97M-V def2-TZVPD def2/J DEFGRID3
* xyz 0 3
S 0.1637 -2.7809 -1.1554
P 1.4582 -1.8994 -2.2801
C 0.4040 0.6729 0.3010
C -0.6082 1.4853 -0.3502
C 0.0069 -0.5002 0.9930
H 0.2948 -1.5496 0.4527
H -1.3819 0.7860 -0.5910
H -0.2461 2.0070 -1.1603
H 0.2440 -0.7335 2.0826
H -0.8220 2.2361 0.3029
H 1.4920 1.0954 0.4998
H -1.0053 -0.8190 0.9049
*
```

No. 3
# C3H7PS

3 unconnected molecules or ions with the total composition C3H7PS at a distorted geometry (wB97M-V/def2-TZVPD, the Open Molecules 2025 dataset).

Output
Lowest unoccupied orbital energy (alpha / beta): 0.9 / -2.5 eV
Expectation value of S²: 2.01
Orbital gap (alpha / beta): 7.44 / 6.85 eV

ORCA input file:
```
! RIJCOSX wB97M-V def2-TZVPD def2/J DEFGRID3
* xyz 0 3
S -4.9448 -1.0103 -0.1553
P 2.7973 -1.3881 -0.3036
C 3.9154 -0.3537 0.3317
C 0.0701 1.6538 -0.7936
C -0.2795 1.0771 0.1972
H 0.4356 2.2208 -1.6537
H 4.9940 -0.3494 0.0423
H 1.6117 -1.2431 0.4342
H -5.8767 -1.1627 -1.1072
H -0.6452 0.7309 1.2295
H -5.9215 -0.2892 0.5239
H 3.8436 0.1140 1.2546
*
```

No. 4
# C3H7PS3

A molecular structure, C3H7PS3 at a distorted geometry (wB97M-V/def2-TZVPD, the Open Molecules 2025 dataset).

Output
Lowest unoccupied orbital energy (alpha / beta): 0.7 / -3.0 eV
Expectation value of S²: 2.01
Orbital gap (alpha / beta): 6.81 / 5.92 eV

ORCA input file:
```
! RIJCOSX wB97M-V def2-TZVPD def2/J DEFGRID3
* xyz 0 3
S 0.6638 -0.0905 -1.1430
S 2.2981 -1.1200 0.0148
S -2.9776 -0.5764 0.1362
P 3.7224 0.3679 0.3500
C -0.6402 0.0918 0.1094
C -1.8763 0.7304 -0.5229
C -1.3062 -1.2119 0.5387
H -2.1289 1.7254 -0.1656
H -1.8642 0.7167 -1.6131
H -1.0437 -2.0602 -0.0899
H -0.2400 0.6667 0.9454
H 2.8484 1.3552 0.8027
H 3.7383 0.8787 -0.9486
H -1.1940 -1.4740 1.5860
*
```

No. 5
# C3H7S

A gas-phase ion, C3H7S (charge -1) at a distorted geometry (wB97M-V/def2-TZVPD, the Open Molecules 2025 dataset).

Output
SMILES: CCC[S-]
Lowest unoccupied orbital energy: 4.2 eV
Orbital gap: 6.25 eV

ORCA input file:
```
! RIJCOSX wB97M-V def2-TZVPD def2/J DEFGRID3
* xyz -1 1
S 0.1945 -2.5518 1.0517
C 0.4870 0.1608 0.3730
C 0.1396 1.0057 -0.8621
C -0.6050 -0.9308 0.6330
H -1.0022 -1.1603 -0.3547
H 1.0522 1.5549 -1.1337
H 1.3426 -0.4563 0.1205
H -0.6217 1.7531 -0.6285
H -1.4024 -0.5734 1.2844
H -0.1053 0.4214 -1.7476
H 0.5206 0.7767 1.2640
*
```

No. 6
# C3H7S

2 unconnected molecules or ions with the total composition C3H7S at a distorted geometry (wB97M-V/def2-TZVPD, the Open Molecules 2025 dataset).

Output
Lowest unoccupied orbital energy: 3.8 eV
Orbital gap: 6.35 eV

ORCA input file:
```
! RIJCOSX wB97M-V def2-TZVPD def2/J DEFGRID3
* xyz -1 1
S -1.3238 2.0980 -0.6947
C 1.1191 -1.0735 0.4171
C -0.1065 -0.7516 0.0339
C 1.5385 -2.4304 0.9156
H 0.6955 -3.1214 0.8828
H -0.4043 3.0729 -0.7127
H -0.3872 0.2789 -0.3263
H 1.8731 -0.2888 0.3875
H 1.9038 -2.3653 1.9453
H -0.9212 -1.4759 0.0731
H 2.3491 -2.8460 0.3093
*
```

No. 7
# C3H8BBrO2

2 unconnected molecules or ions with the total composition C3H8BBrO2 at a distorted geometry (wB97M-V/def2-TZVPD, the Open Molecules 2025 dataset).

Output
Lowest unoccupied orbital energy: -0.1 eV
Orbital gap: 8.91 eV

ORCA input file:
```
! RIJCOSX wB97M-V def2-TZVPD def2/J DEFGRID3
* xyz 0 1
Br 2.5044 0.6703 0.0172
O 1.0975 -2.3502 0.3765
O -1.0999 -1.5462 -0.1113
C 0.7742 0.0672 -0.4412
C -0.2549 1.1138 -0.5205
C -0.6467 1.7082 0.8492
B 0.2668 -1.3580 -0.0460
H -1.1695 -2.5244 -0.0414
H -1.0233 0.8787 1.5777
H 1.1163 -0.2293 -2.1742
H 0.7235 -3.2275 0.5585
H 0.2342 2.0392 1.3797
H -1.0354 0.4962 -0.8278
H -1.4891 2.3335 0.6688
H 0.0019 1.9285 -1.2652
*
```

No. 8
# C3H8BNO2S

C3H8BNO2S in the gas phase at a distorted geometry (wB97M-V/def2-TZVPD, the Open Molecules 2025 dataset).

Output
SMILES: O=NOBCCCS
Lowest unoccupied orbital energy: -0.8 eV
Orbital gap: 8.42 eV

ORCA input file:
```
! RIJCOSX wB97M-V def2-TZVPD def2/J DEFGRID3
* xyz 0 1
S -3.1654 -0.8366 -0.2923
O 2.6979 0.4682 0.5889
O 2.7970 -1.6092 0.6836
N 3.4750 -0.6299 0.3230
C -0.8792 0.7214 0.5974
C 0.2383 1.2207 -0.4930
C -1.3907 -0.8253 0.4143
B 1.6474 0.3736 -0.4857
H -0.4604 0.8936 1.7013
H 0.5200 2.3481 -0.2260
H -1.8380 1.4127 0.4363
H -0.1487 1.2111 -1.6211
H -0.6972 -1.5086 -0.2347
H 1.8128 -0.3836 -1.4004
H -1.5132 -1.2682 1.5155
H -3.0956 -1.5880 -1.5073
*
```

No. 9
# C3H8BaCu2NO2

A molecular structure, C3H8BaCu2NO2 at a distorted geometry (wB97M-V/def2-TZVPD, the Open Molecules 2025 dataset).

Output
Lowest unoccupied orbital energy: -13.5 eV
Orbital gap: 5.59 eV

ORCA input file:
```
! RIJCOSX wB97M-V def2-TZVPD def2/J DEFGRID3
* xyz 3 1
Ba -3.0274 -0.1231 -1.7281
Cu -1.4684 -2.6041 -4.3185
Cu -0.1331 0.3442 -3.9184
O -1.9586 0.0738 0.6603
O -0.7840 -1.3223 -2.4986
N 0.2898 0.2888 1.1290
C 1.3912 -0.2261 1.9582
C -0.8676 -0.3907 1.0016
C 0.5250 1.5961 0.4840
H 1.1102 -0.7800 2.8540
H 0.3050 2.3548 1.2350
H 2.1649 -0.5741 1.2739
H 1.5925 1.7071 0.2940
H -0.3369 -1.4183 -1.6352
H -0.7982 -1.4204 1.3851
H 1.7467 0.7149 2.3780
H 0.2488 1.7794 -0.5544
*
```

No. 10
# C3H8BrClSi

2 unconnected molecules or ions with the total composition C3H8BrClSi at a distorted geometry (wB97M-V/def2-TZVPD, the Open Molecules 2025 dataset).

Output
Lowest unoccupied orbital energy (alpha / beta): -0.9 / 0.1 eV
Orbital gap (alpha / beta): 9.41 / 7.69 eV

ORCA input file:
```
! RIJCOSX wB97M-V def2-TZVPD def2/J DEFGRID3
* xyz 0 1
Br 1.3908 -3.3025 -0.1848
Cl -1.8668 -1.2832 0.2560
Si 1.0690 -1.3239 0.7338
C -0.4286 1.0315 0.4703
C -0.2334 -0.0519 -1.7629
C -0.3475 -0.3434 -0.1742
H 0.4461 1.5916 0.1086
H 1.3828 2.1750 2.8649
H 0.9215 -1.0977 2.2234
H -0.9088 0.7165 -1.9899
H -0.5255 -1.0065 -2.3014
H -0.4781 0.7543 1.4974
H 0.7233 0.4326 -1.9743
H -1.1447 1.7077 0.2333
*
```

No. 11
# C3H8BrClSi

2 unconnected molecules or ions with the total composition C3H8BrClSi at a distorted geometry (wB97M-V/def2-TZVPD, the Open Molecules 2025 dataset).

Output
Lowest unoccupied orbital energy: -2.8 eV
Orbital gap: 4.20 eV

ORCA input file:
```
! RIJCOSX wB97M-V def2-TZVPD def2/J DEFGRID3
* xyz 0 1
Br 3.6745 -0.2099 -0.3603
Cl -0.8575 2.3142 0.7047
Si -0.5194 0.6424 -0.3976
C -0.4337 -0.7431 2.0390
C -0.2302 0.9076 -2.2653
C -0.0828 -0.8682 0.5462
H 0.9581 -1.1433 0.5131
H -0.5246 -1.6754 -0.0501
H 0.2541 1.9708 -2.4143
H -1.5086 -0.8690 2.0417
H 0.1460 -1.4778 2.6668
H -0.3194 0.1522 2.4920
H 0.5461 0.1885 -2.7501
H -1.1024 0.8110 -2.7659
*
```

No. 12
# C3H8Cl2N2

2 unconnected molecules or ions with the total composition C3H8Cl2N2 at a distorted geometry (wB97M-V/def2-TZVPD, the Open Molecules 2025 dataset).

Output
SMILES: [H]/N=C(\Cl)CCCl.N
Lowest unoccupied orbital energy: 0.7 eV
Orbital gap: 10.92 eV

ORCA input file:
```
! RIJCOSX wB97M-V def2-TZVPD def2/J DEFGRID3
* xyz 0 1
Cl 0.3199 3.1616 0.5909
Cl 2.9779 -1.5516 0.5037
N -2.4886 -1.2192 -0.2448
N -0.2037 1.0209 -1.0023
C 1.4516 0.5973 0.6641
C 1.3670 -0.8065 0.2199
C 0.3736 1.4181 0.0123
H -0.8653 1.5390 -1.4566
H 1.2096 -0.9883 -0.9043
H 2.3758 1.0410 0.1964
H 0.6757 -1.4376 0.5974
H -2.9394 -1.7223 -1.0331
H -3.0818 -1.5807 0.5343
H 1.4472 0.7425 1.7287
H -2.6196 -0.2141 -0.4066
*
```

No. 13
# C3H8ClN

A molecular structure, C3H8ClN at a distorted geometry (wB97M-V/def2-TZVPD, the Open Molecules 2025 dataset).

Output
Lowest unoccupied orbital energy: 0.4 eV
Orbital gap: 9.79 eV

ORCA input file:
```
! RIJCOSX wB97M-V def2-TZVPD def2/J DEFGRID3
* xyz 0 1
Cl 2.7157 -0.0607 -0.2522
N -1.2404 -1.0819 -0.3381
C -0.4637 1.4484 -0.0296
C -0.2625 0.1440 -0.4759
C 0.9983 -0.6227 0.0685
H 0.7821 -1.8603 0.2559
H -0.8919 -2.2437 -0.2904
H -1.5119 -1.0423 0.6571
H -0.9222 2.3318 -1.0430
H -1.4229 1.2384 0.9129
H 0.0433 0.3143 -1.4150
H 0.9120 1.6914 0.6624
H 1.2641 -0.2567 1.2874
*
```

No. 14
# C3H8ClN2

A gas-phase ion, C3H8ClN2 (charge +1) at a distorted geometry (wB97M-V/def2-TZVPD, the Open Molecules 2025 dataset).

Output
SMILES: C[C@@H](Cl)/[NH+]=C/N
Lowest unoccupied orbital energy: -4.3 eV
Orbital gap: 10.44 eV

ORCA input file:
```
! RIJCOSX wB97M-V def2-TZVPD def2/J DEFGRID3
* xyz 1 1
Cl -1.9624 1.1575 0.4856
N 2.2049 1.4204 0.1026
N 0.3416 -0.0194 0.1661
C 1.1375 0.8494 -0.3656
C -0.8928 -0.2895 -0.3064
C -1.4700 -1.5866 0.0895
H 2.5412 1.2510 1.0471
H 0.4793 -0.3625 1.0554
H -1.1397 -0.0998 -1.4144
H 0.7327 1.0225 -1.4367
H -1.2526 -2.3918 -0.5152
H -2.5833 -1.3894 0.3127
H 2.8986 2.1931 -0.2987
H -1.0349 -1.7548 1.0781
*
```

No. 15
# C3H8ClN2

2 unconnected molecules or ions with the total composition C3H8ClN2 at a distorted geometry (wB97M-V/def2-TZVPD, the Open Molecules 2025 dataset).

Output
Lowest unoccupied orbital energy (alpha / beta): -5.3 / -6.0 eV
Orbital gap (alpha / beta): 9.20 / 9.51 eV

ORCA input file:
```
! RIJCOSX wB97M-V def2-TZVPD def2/J DEFGRID3
* xyz 1 1
Cl -2.9268 -0.3953 -0.0715
N -0.2943 -0.4462 0.1638
N -0.9436 2.4467 -0.0730
C 0.9890 0.3140 0.0716
C -0.2237 -1.8630 -0.2320
C -1.3735 0.1485 0.0376
H -0.3580 -1.8251 -1.2871
H -1.5213 2.6055 -0.8565
H -1.4083 2.9975 0.6462
H -1.1034 -2.2838 0.2068
H 1.3811 0.0582 -0.8655
H 0.6497 1.3284 -0.0160
H 0.6691 -2.1532 0.0733
H 1.6973 0.3583 0.8993
*
```

No. 16
# C3H8ClN2

2 unconnected molecules or ions with the total composition C3H8ClN2 at a distorted geometry (wB97M-V/def2-TZVPD, the Open Molecules 2025 dataset).

Output
Lowest unoccupied orbital energy: -5.0 eV
Orbital gap: 8.93 eV

ORCA input file:
```
! RIJCOSX wB97M-V def2-TZVPD def2/J DEFGRID3
* xyz 1 1
Cl 0.6848 -4.4866 1.1845
N -0.2386 1.0188 -0.1816
N 0.5006 -1.2046 0.0796
C -0.9797 1.4415 0.7918
C 0.7274 0.0668 -0.0417
C -0.1726 1.6457 -1.5312
H -0.3570 -1.6565 0.3474
H -0.9302 2.3866 -1.7418
H 0.8289 2.1012 -1.6494
H 1.2028 -3.7697 2.1776
H 1.2355 -1.7219 0.4362
H -1.4018 2.4453 0.6623
H -0.8371 0.9826 1.7493
H -0.2630 0.7507 -2.2830
*
```

No. 17
# C3H8ClN2

2 unconnected molecules or ions with the total composition C3H8ClN2 at a distorted geometry (wB97M-V/def2-TZVPD, the Open Molecules 2025 dataset).

Output
Lowest unoccupied orbital energy (alpha / beta): -6.9 / -4.8 eV
Orbital gap (alpha / beta): 6.61 / 9.22 eV

ORCA input file:
```
! RIJCOSX wB97M-V def2-TZVPD def2/J DEFGRID3
* xyz 1 1
Cl -0.7662 2.1433 -0.0099
N -1.5087 -0.3259 0.2976
N 2.0506 -0.6977 0.1618
C -0.5281 0.5431 0.1470
C -2.9814 -0.0835 0.0857
C 3.0536 0.1267 -0.1953
H -3.0026 1.0104 0.2688
H 3.8423 -0.4929 0.2366
H 1.7367 -1.4097 -0.5470
H 3.0344 1.0801 0.3565
H -1.3206 -1.2281 0.6378
H 3.2188 0.5192 -1.2857
H -3.2960 -0.4035 -0.9285
H -3.5328 -0.7815 0.7746
*
```

No. 18
# C3H8ClN2O

A molecular structure, C3H8ClN2O at a distorted geometry (wB97M-V/def2-TZVPD, the Open Molecules 2025 dataset).

Output
Lowest unoccupied orbital energy: -3.9 eV
Orbital gap: 11.15 eV

ORCA input file:
```
! RIJCOSX wB97M-V def2-TZVPD def2/J DEFGRID3
* xyz 1 1
Cl 1.1521 -1.8522 1.1470
O 0.9516 -0.9194 -1.6087
N 1.4213 0.3116 2.5996
N 0.3492 0.5896 0.4704
C 1.0637 -0.1011 1.3121
C -0.0528 -0.0855 -1.3172
C -1.3278 -0.7870 -1.1990
H -0.1717 0.8004 -1.8598
H 1.8681 -0.4156 3.1836
H -1.4765 -1.4703 -2.0667
H -1.4856 -1.3300 -0.2217
H 0.2317 1.5916 0.6417
H -2.1637 -0.0749 -1.2584
H 1.7997 -0.4783 -1.5249
H 1.2245 1.2796 2.9527
*
```

No. 19
# C3H8ClNO2S

C3H8ClNO2S in the gas phase at a distorted geometry (wB97M-V/def2-TZVPD, the Open Molecules 2025 dataset).

Output
Lowest unoccupied orbital energy: 0.7 eV
Orbital gap: 6.59 eV

ORCA input file:
```
! RIJCOSX wB97M-V def2-TZVPD def2/J DEFGRID3
* xyz 0 1
Cl -0.3262 0.8714 -0.0995
S 0.6774 0.0398 -1.6235
O 1.5447 -1.4921 0.3512
O 2.9331 0.0371 -0.2414
N -3.3101 0.2449 0.7810
C -0.9602 -0.3720 1.0309
C -2.2164 0.1096 1.7310
C 1.7424 -0.4834 -0.4789
H -1.1757 -1.2606 0.4347
H -2.4903 -0.6622 2.4612
H -4.1578 0.5213 1.2657
H -3.0936 0.9904 0.1257
H 0.6674 -1.8566 0.1576
H -1.9795 1.0256 2.2953
H -0.1606 -0.5833 1.7450
H 3.0508 0.7756 -0.8606
*
```